Entry 1:
2 unconnected molecules or ions with the total composition H3S3, computed with ωB97M-V/def2-TZVPD.

For the HOMO-LUMO gap, the calculation gives 0.229 Ha. The HOMO energy comes out at -2.671 eV.

The geometry in ORCA input format:
```
! wB97M-V def2-TZVPD RIJCOSX def2/J DEFGRID3
* xyz -1 1
S 0.6193 1.1586 1.2237
H 0.4722 2.3845 1.6610
S -0.4030 -2.2506 -0.5107
S -0.2111 1.1384 -0.6583
H -0.3327 -2.2662 -1.8564
H -0.2224 -0.8596 -0.6794
*
```



Entry 2:
20 unconnected molecules or ions with the total composition H40O20, computed with ωB97M-V/def2-TZVPD.

For the HOMO-LUMO gap, the calculation gives 0.346 Ha. The HOMO energy comes out at -10.003 eV.

The geometry in ORCA input format:
```
! wB97M-V def2-TZVPD RIJCOSX def2/J DEFGRID3
* xyz 0 1
O 4.7772 1.4982 -2.9127
H 4.2332 1.8541 -2.2623
H 5.5580 1.5344 -2.3416
O 3.6972 -3.4445 0.8973
H 4.0729 -3.7328 0.0235
H 4.3289 -3.8151 1.4811
O 4.2088 0.8917 -0.7626
H 3.4244 0.3905 -1.2128
H 4.8446 0.2415 -0.4970
O 2.4766 4.1096 2.2758
H 2.4434 3.2271 2.2338
H 2.6832 4.6367 2.9197
O -2.4520 -2.4784 -3.7727
H -2.7613 -1.6862 -3.7415
H -1.9427 -2.5105 -4.5353
O -1.9371 -1.6170 1.2070
H -1.9527 -0.7272 1.2086
H -1.4287 -1.7338 0.3431
O 0.3405 3.8283 -2.0186
H 0.6576 3.8627 -1.1638
H 0.9311 4.4411 -2.4724
O 0.8977 0.2749 -2.4308
H 1.7687 -0.0927 -2.1191
H 1.1650 0.6839 -3.2753
O -3.8494 -0.5853 -2.6117
H -4.1572 0.1289 -2.9854
H -3.3364 0.0443 -1.9758
O 0.8442 0.8284 4.6749
H 1.3596 0.0962 4.4561
H 0.0446 0.5000 4.4971
O -0.2762 3.5267 3.2165
H -0.0184 2.7809 3.7794
H 0.4539 4.2497 3.5186
O -1.3533 1.5039 1.8263
H -1.3286 1.6786 0.8786
H -1.9293 2.1536 2.1736
O -2.7466 -3.6905 -1.6543
H -3.1715 -3.1558 -2.2201
H -1.8759 -3.7703 -2.0913
O 1.6604 -1.7938 3.1861
H 0.9180 -2.0260 2.7347
H 2.2863 -2.3151 2.6183
O -1.5636 2.1155 -2.9197
H -1.7205 2.6701 -2.1696
H -0.6212 2.4494 -2.9316
O 0.1596 -4.3862 0.7603
H 0.5841 -3.5131 0.2560
H -0.6229 -4.7110 0.2691
O 2.0131 -0.4853 0.5075
H 1.5131 -1.2216 0.7938
H 2.1964 0.1117 1.0963
O -3.8580 1.0867 0.7354
H -2.8751 0.6980 0.9203
H -3.9989 2.0375 0.6246
O -1.0822 1.2017 -0.6646
H -0.3686 0.5372 -0.4390
H -1.4412 0.6704 -1.4664
O -4.3035 -3.1538 1.3390
H -3.6327 -3.6289 0.8870
H -3.9366 -2.2692 1.3088
*
```



Entry 3:
20 unconnected molecules or ions with the total composition H41O20, computed with ωB97M-V/def2-TZVPD.

The expectation value of S² is 0.76. For the HOMO-LUMO gap (alpha / beta), the calculation gives 0.354 / 0.072 Ha. The HOMO energy (alpha / beta) comes out at -15.479 / -15.334 eV.

The geometry in ORCA input format:
```
! wB97M-V def2-TZVPD RIJCOSX def2/J DEFGRID3
* xyz 2 2
O -1.6494 1.2173 0.1463
H -1.8307 0.4745 -0.5328
O -3.0744 -3.6609 0.7633
H -2.2923 -4.2313 0.6454
H -3.0472 -3.1527 -0.0678
O -1.3269 1.1490 3.5177
H -0.6575 0.4669 3.3755
H -1.5947 1.0690 4.4405
O 2.4009 1.5426 -2.2895
H 2.8381 2.3664 -1.9997
H 3.1821 0.9763 -2.2338
O 2.5944 -2.1556 0.4277
H -0.1964 -5.9217 -0.0046
H 2.3678 -3.0046 0.7940
O -1.0529 -5.5535 -0.2457
H 0.3312 -2.0725 -3.6237
H -1.3009 -6.0992 -1.0026
O -0.6109 -2.2079 -3.5355
H -1.0897 -2.4295 -4.3352
H 3.9861 2.2215 2.5701
O 2.5020 -4.4521 -0.8868
H 3.3146 -4.8032 -1.2671
H 2.3653 -4.9110 -0.0548
O 1.7108 1.6242 2.3502
H 1.3365 2.2324 1.7010
H 2.9298 -2.2718 -0.4578
O -3.7223 3.0513 -3.0835
H -3.7763 3.8877 -2.5998
H -3.9581 2.4232 -2.3921
O -2.3764 -0.1449 -1.8626
H -2.2367 0.3319 -2.7370
H -1.7122 0.8931 1.0536
O -2.7033 -2.2458 2.9049
H -2.6519 -2.0973 1.9414
H -3.4077 -2.9252 2.9627
O 2.4873 -0.2634 3.8738
H 2.7996 -0.9691 4.4488
H 2.7654 0.5705 4.2646
O -2.3039 1.2568 -4.0265
H -2.4575 0.9494 -4.9202
H -2.2281 2.2084 -3.9089
O 1.6903 4.8902 0.3994
H -2.0234 -1.0227 -2.0658
H 2.2421 5.5165 0.8669
O -4.5639 0.5315 0.0865
H -5.2007 0.6048 0.7949
H -3.6775 0.3336 0.3849
O 0.3452 2.1884 -0.8276
H 1.0374 1.6686 -1.3286
H 0.1032 2.8296 -1.5123
O 4.8830 2.2567 2.2202
H 1.8394 4.9043 -0.5367
H 5.2725 1.3928 2.3689
O -0.5266 -0.8103 1.1739
H 0.3967 -0.9288 0.8968
H -0.8342 -1.6395 1.5484
O 3.9328 3.1271 -0.6179
H 3.2676 2.8528 0.0195
H 4.7455 3.3851 -0.1742
H -0.7342 1.7365 -0.1157
H 1.1512 0.8432 2.3049
*
```



Entry 4:
21 unconnected molecules or ions with the total composition H42O21, computed with ωB97M-V/def2-TZVPD.

For the HOMO-LUMO gap, the calculation gives 0.360 Ha. The HOMO energy comes out at -10.290 eV.

The geometry in ORCA input format:
```
! wB97M-V def2-TZVPD RIJCOSX def2/J DEFGRID3
* xyz 0 1
O -2.9960 2.4136 -3.8236
H -3.1640 3.0981 -3.2188
H -2.2359 1.9107 -3.5072
O 0.2117 1.5980 -1.8625
H -0.5919 2.0917 -1.7794
H 0.7932 2.2372 -1.6709
O -1.8984 -2.9432 -3.4940
H -1.4243 -2.1603 -3.8834
H -2.7555 -2.8921 -3.9101
O -2.1070 -0.1850 2.5559
H -1.4504 0.3800 2.7110
H -1.8839 -1.1919 2.4992
O -3.3325 -1.8064 -0.6159
H -3.5993 -0.9145 -0.7049
H -2.7486 -1.9057 -1.4221
O 3.3971 -1.5590 -2.7352
H 2.9282 -1.1314 -1.8940
H 2.6972 -2.0068 -3.1943
O -2.6586 -2.7146 1.8830
H -2.7093 -2.3222 1.0608
H -3.4395 -2.6171 2.3787
O 0.5604 -3.8032 -2.7575
H 0.9875 -3.7692 -1.9553
H -0.3480 -3.6828 -2.5883
O -1.7638 -0.5779 -2.8952
H -2.7143 -0.3466 -3.1378
H -1.0940 0.1356 -2.8942
O 1.7468 0.9880 0.5081
H 1.6087 1.7071 -0.0858
H 1.2202 1.0040 1.3991
O 4.5729 2.1623 -0.4491
H 4.2374 2.1998 -1.2967
H 4.2995 1.2443 -0.0440
O -1.3697 3.4154 0.5268
H -0.7595 3.3819 1.3374
H -1.7995 4.1336 0.1117
O 4.1964 -2.1315 2.8446
H 3.7174 -1.7129 3.5630
H 3.4363 -2.4679 2.2736
O 1.7460 -3.6044 1.6448
H 1.2511 -3.5488 2.6582
H 1.0002 -3.9813 1.1417
O 0.8295 2.7969 3.4860
H 0.8563 2.4069 4.3426
H 1.6291 3.3530 3.4922
O 1.0734 3.8404 -1.5396
H 1.8689 4.2724 -1.8994
H 0.7563 4.3725 -0.7619
O -4.2198 1.4726 0.2552
H -4.0375 0.7118 0.8369
H -3.3777 2.0047 0.5613
O 0.5455 -1.5186 4.4989
H 0.0681 -1.6048 5.3586
H 0.0654 -0.9967 3.8906
O -0.3463 -1.0805 1.0247
H -0.8268 -1.9675 1.0280
H 0.4487 -1.1317 0.5700
O 2.8314 3.1425 1.3806
H 2.8424 2.3762 1.0005
H 3.8078 3.4219 1.3462
O 0.0861 -1.5923 -1.4032
H 0.2385 -0.7576 -1.2830
H -0.9034 -1.6469 -1.4628
*
```



In order of appearance, E_tot = -1196.3969, -1528.5185, -1528.6533, -1605.0314 Eh.
In order of appearance, largest force on an atom = 1.4, 8.8, 2.0, 9.8 eV Å⁻¹.
In order of appearance, relative energy (zero: lowest compared OMol25 entry of this formula, charge and spin) = 5.1, 228.7, 3.9, 246.5 kcal per mole.